1.
{
  "formula": "C5H8O2",
  "method": "the ωB97M-V functional and the def2-TZVPD basis",
  "charge": 0,
  "e_homo_ha": -0.328,
  "smiles": "OC[C@@H]1C=COC1",
  "gap_ev": 9.871,
  "symbols": ["O", "C", "C", "C", "C", "O", "C", "H", "H", "H", "H", "H", "H", "H", "H"],
  "coordinates": [[2.046, 0.152, 0.071], [1.122, -0.223, 1.064], [-0.321, -0.461, 0.526], [-0.306, -0.834, -0.948], [-0.490, 0.303, -1.627], [-0.824, 1.376, -0.869], [-1.144, 0.825, 0.423], [1.777, -0.306, -0.740], [1.100, 0.605, 1.785], [1.468, -1.121, 1.600], [-0.823, -1.195, 1.164], [-0.068, -1.801, -1.372], [-0.395, 0.516, -2.685], [-2.218, 0.591, 0.422], [-0.924, 1.574, 1.187]],
  "lowdin_charge": [-0.07, -0.22, -0.25, -0.06, -0.14, -0.06, -0.13, 0.07, 0.12, 0.11, 0.14, 0.11, 0.13, 0.13, 0.13]
}

---

2.
{
  "formula": "C5H8O2",
  "method": "the ωB97M-V functional and the def2-TZVPD basis",
  "charge": 0,
  "e_homo_ha": -0.370,
  "smiles": "CC(=O)O.C#CC",
  "gap_ev": 10.900,
  "symbols": ["C", "C", "O", "O", "H", "H", "H", "H", "C", "C", "C", "H", "H", "H", "H"],
  "coordinates": [[-0.318, 1.931, -0.841], [0.973, 1.301, -0.293], [1.703, 0.526, -0.843], [1.091, 1.646, 0.992], [-1.062, 1.221, -0.714], [-0.082, 2.215, -1.895], [-0.689, 2.742, -0.041], [1.479, 0.921, 1.471], [-0.996, -0.789, 1.597], [-0.408, -1.439, 0.756], [-0.116, -2.258, -0.361], [-1.642, -0.319, 2.272], [0.781, -1.860, -0.935], [-0.944, -2.476, -1.036], [0.231, -3.361, -0.129]],
  "lowdin_charge": [0.01, -0.60, 0.09, 0.07, 0.03, 0.10, 0.13, 0.11, 0.11, -0.22, -0.14, 0.02, 0.09, 0.08, 0.12]
}

---

The relative energies come out as 1 0.000; 2 1.027, with values in eV.

---

1.
{
  "formula": "C5H6NO",
  "method": "the ωB97M-V functional and the def2-TZVPD basis",
  "charge": 1,
  "e_homo_ha": -0.585,
  "gap_ev": 10.096,
  "symbols": ["C", "C", "C", "C", "C", "N", "O", "H", "H", "H", "H", "H", "H"],
  "coordinates": [[-1.775, 0.957, -0.016], [-0.341, 1.296, 0.374], [-2.244, -0.447, -0.251], [0.532, 0.358, 0.499], [2.234, -1.177, -0.177], [-2.663, -1.470, -0.487], [1.307, -0.566, 0.691], [-1.799, 1.534, -0.990], [-0.122, 2.308, 0.643], [-2.450, 1.364, 0.796], [1.786, -2.057, -0.667], [2.925, -1.635, 0.478], [2.610, -0.464, -0.894]],
  "lowdin_charge": [-0.11, 0.02, -0.20, 0.06, 0.06, 0.19, 0.13, 0.16, 0.16, 0.16, 0.14, 0.11, 0.12]
}

---

2.
{
  "formula": "C5H6NO",
  "method": "the ωB97M-V functional and the def2-TZVPD basis",
  "charge": 1,
  "e_homo_ha": [-0.560, -0.492],
  "gap_ev": [9.775, 6.514],
  "symbols": ["C", "C", "C", "C", "C", "N", "O", "H", "H", "H", "H", "H", "H"],
  "coordinates": [[-0.781, 0.079, 3.011], [-0.745, 0.259, 1.844], [1.818, 0.099, -0.894], [1.287, -1.723, 0.459], [-0.524, -0.746, -0.538], [0.943, -0.750, -0.364], [1.378, -2.617, 1.155], [-1.053, -0.063, 4.033], [1.314, 0.901, -1.364], [2.833, 0.090, -0.664], [-0.921, -1.366, -1.395], [-0.769, 0.412, -0.642], [-0.941, -1.110, 0.458]],
  "lowdin_charge": [0.02, 0.05, 0.14, -0.06, 0.00, -0.14, 0.38, 0.04, 0.10, 0.10, 0.14, 0.16, 0.08]
}

---

The relative energies come out as 1 0.000; 2 5.254, with values in eV.

---

1.
{
  "formula": "C5H6NO",
  "method": "the ωB97M-V functional and the def2-TZVPD basis",
  "charge": 1,
  "e_homo_ha": [-0.531, -0.531],
  "smiles": "C[C@@H]1C#[N+]C=CO1",
  "gap_ev": [7.905, 7.904],
  "symbols": ["C", "C", "C", "N", "C", "C", "O", "H", "H", "H", "H", "H", "H"],
  "coordinates": [[1.279, -0.432, -0.401], [0.298, -0.409, 0.762], [-0.864, -1.302, 0.647], [-1.834, -1.189, 0.002], [-2.464, -0.045, -0.375], [-1.591, 0.985, 0.002], [-0.490, 0.795, 0.663], [0.826, -0.451, -1.416], [1.959, -1.309, -0.259], [1.886, 0.430, -0.314], [0.839, -0.217, 1.784], [-3.229, 0.218, -1.118], [-1.822, 1.992, -0.308]],
  "lowdin_charge": [0.01, -0.24, 0.19, 0.23, -0.01, -0.05, 0.03, 0.12, 0.12, 0.09, 0.21, 0.14, 0.16]
}

---

2.
{
  "formula": "C5H6NO",
  "method": "the ωB97M-V functional and the def2-TZVPD basis",
  "charge": 1,
  "e_homo_ha": [-0.562, -0.564],
  "gap_ev": [5.663, 5.708],
  "symbols": ["C", "C", "C", "C", "C", "N", "O", "H", "H", "H", "H", "H", "H"],
  "coordinates": [[0.028, -1.802, -0.304], [1.059, -1.554, 0.443], [0.438, 0.400, 0.635], [-0.508, -0.251, -0.338], [-1.985, -0.123, -0.059], [1.345, -0.476, 1.028], [2.419, 1.273, -0.397], [3.589, 1.537, -0.384], [0.759, 1.416, 0.694], [-0.203, 0.085, -1.382], [-2.568, 0.578, -0.635], [-2.152, 0.097, 0.990], [-2.221, -1.181, -0.292]],
  "lowdin_charge": [0.23, 0.09, 0.04, -0.25, -0.02, 0.17, -0.11, 0.22, 0.13, 0.20, 0.10, 0.10, 0.10]
}

---

The relative energies come out as 1 0.000; 2 9.309, with values in eV.

---

1.
{
  "formula": "C3H14NO2S2",
  "method": "the ωB97M-V functional and the def2-TZVPD basis",
  "multiplicity": 2,
  "charge": 2,
  "e_homo_ha": [-0.618, -0.618],
  "gap_ev": [9.024, 5.696],
  "symbols": ["N", "C", "C", "S", "S", "C", "H", "H", "H", "H", "H", "H", "H", "H", "H", "H", "H", "H", "O", "H", "H", "O"],
  "coordinates": [[0.191, 0.253, -2.425], [0.426, 1.337, -1.394], [-0.326, 1.095, -0.064], [0.457, 0.019, 1.206], [2.245, -0.729, 0.783], [2.831, -0.833, 2.467], [-0.475, -0.481, -2.112], [1.093, -0.147, -2.674], [-0.224, 0.668, -3.266], [0.121, 2.316, -1.748], [1.498, 1.402, -1.206], [-0.594, 2.048, 0.373], [-1.187, 0.448, -0.258], [3.475, -1.711, 2.615], [2.054, -1.012, 3.209], [3.383, 0.057, 2.773], [-2.301, -1.889, -1.650], [-1.925, -2.618, -2.904], [-1.691, -1.821, -2.406], [-3.113, 0.392, 2.106], [-2.641, 0.445, 3.601], [-3.297, 0.759, 2.973]],
  "lowdin_charge": [0.21, -0.16, -0.39, 0.75, 0.72, -0.39, 0.10, 0.18, 0.19, 0.15, 0.12, 0.11, 0.07, 0.08, 0.06, 0.08, 0.08, 0.09, -0.04, 0.01, 0.04, -0.04]
}

---

2.
{
  "formula": "C3H14NO2S2",
  "method": "the ωB97M-V functional and the def2-TZVPD basis",
  "multiplicity": 2,
  "charge": 2,
  "e_homo_ha": [-0.641, -0.640],
  "gap_ev": [5.149, 4.867],
  "symbols": ["N", "C", "C", "C", "S", "S", "H", "H", "H", "H", "H", "H", "H", "H", "H", "H", "H", "H", "O", "H", "H", "O"],
  "coordinates": [[-0.604, -1.222, 0.801], [0.277, -0.141, 0.998], [1.730, -0.664, 1.069], [0.146, 0.867, -0.161], [-1.353, 1.796, -0.022], [-1.151, -1.071, -3.553], [-0.810, -1.815, 1.612], [-1.512, -0.869, 0.461], [-1.592, -0.241, -2.153], [0.096, 0.485, 1.904], [1.776, -1.680, 1.466], [2.384, -0.179, 1.790], [2.193, -0.647, 0.087], [-0.038, 0.263, -1.050], [0.947, 1.591, -0.285], [-1.838, 0.051, -3.856], [-1.545, 2.970, 3.292], [-1.112, 2.479, 1.849], [-0.944, 2.398, 2.799], [0.143, -1.073, -2.742], [1.554, -2.038, -2.419], [1.252, -1.258, -1.887]],
  "lowdin_charge": [0.29, -0.44, 0.00, -0.55, 0.92, 0.85, 0.18, 0.12, 0.08, 0.17, 0.10, 0.11, 0.07, -0.02, 0.11, -0.08, 0.08, -0.12, -0.06, -0.08, 0.13, 0.12]
}

---

The relative energies come out as 1 0.000; 2 8.741, with values in eV.

---

1.
{
  "formula": "C4H6N3",
  "method": "the ωB97M-V functional and the def2-TZVPD basis",
  "charge": 1,
  "e_homo_ha": -0.550,
  "smiles": "C=C1CN=NC1=[NH2+]",
  "gap_ev": 8.424,
  "symbols": ["C", "C", "C", "N", "N", "C", "N", "H", "H", "H", "H", "H", "H"],
  "coordinates": [[0.392, -1.162, 1.263], [0.069, -0.620, 0.070], [-0.556, -1.036, -1.252], [-0.811, 0.168, -1.971], [-0.392, 1.240, -1.455], [0.083, 1.031, -0.179], [0.469, 1.969, 0.671], [0.344, -2.226, 1.448], [0.459, -0.705, 2.172], [0.052, -1.841, -1.743], [-1.544, -1.607, -1.075], [0.746, 1.909, 1.662], [0.689, 2.882, 0.388]],
  "lowdin_charge": [0.14, -0.12, -0.15, 0.11, 0.10, -0.14, 0.27, 0.09, 0.05, 0.16, 0.18, 0.17, 0.13]
}

---

2.
{
  "formula": "C4H6N3",
  "method": "the ωB97M-V functional and the def2-TZVPD basis",
  "charge": 1,
  "e_homo_ha": -0.511,
  "gap_ev": 8.920,
  "symbols": ["C", "C", "C", "C", "N", "N", "N", "H", "H", "H", "H", "H", "H"],
  "coordinates": [[-1.515, -1.288, -2.000], [1.287, 0.256, -0.104], [-0.464, 0.761, 1.144], [0.137, -0.464, 1.732], [-0.442, -0.982, -1.670], [0.329, 1.150, 0.086], [1.120, -0.735, 0.834], [2.064, 0.211, -0.813], [-1.475, 0.480, 0.836], [-0.507, 1.581, 1.869], [-2.554, -1.528, -2.327], [0.147, 1.924, -0.510], [1.873, -1.366, 0.922]],
  "lowdin_charge": [0.01, -0.01, -0.21, 0.10, 0.07, 0.09, 0.07, 0.15, 0.15, 0.16, 0.10, 0.17, 0.14]
}

---

3.
{
  "formula": "C4H6N3",
  "method": "the ωB97M-V functional and the def2-TZVPD basis",
  "charge": 1,
  "e_homo_ha": -0.578,
  "smiles": "[H]/N=C1\\CC=NC=[NH+]1",
  "gap_ev": 9.300,
  "symbols": ["H", "N", "C", "C", "C", "N", "C", "N", "H", "H", "H", "H", "H"],
  "coordinates": [[-2.494, 0.708, -0.787], [-1.999, -0.126, -0.585], [-0.956, -0.033, 0.018], [-0.094, 1.104, 0.474], [1.043, 0.958, -0.444], [1.677, -0.181, -0.350], [1.078, -1.279, 0.060], [-0.228, -1.298, 0.343], [0.262, 0.840, 1.459], [-0.626, 1.983, 0.431], [1.274, 1.580, -1.288], [1.730, -2.104, 0.396], [-0.665, -2.152, 0.274]],
  "lowdin_charge": [0.10, 0.27, -0.34, -0.04, 0.03, 0.14, -0.07, 0.18, 0.16, 0.11, 0.15, 0.17, 0.13]
}

---

The relative energies come out as 1 1.522; 2 1.145; 3 0.000, with values in eV.

---

1.
{
  "formula": "C7H17N",
  "method": "the ωB97M-V functional and the def2-TZVPD basis",
  "charge": 0,
  "e_homo_ha": -0.339,
  "smiles": "CCCCC[C@H](C)N",
  "gap_ev": 10.361,
  "symbols": ["C", "C", "C", "C", "C", "C", "C", "N", "H", "H", "H", "H", "H", "H", "H", "H", "H", "H", "H", "H", "H", "H", "H", "H", "H"],
  "coordinates": [[-3.514, -0.632, 0.158], [-2.362, 0.355, 0.301], [-1.198, -0.002, -0.621], [-0.008, 0.948, -0.460], [0.846, 0.639, 0.775], [2.036, -0.304, 0.532], [3.147, 0.377, -0.281], [1.581, -1.556, -0.058], [-3.883, -0.644, -0.866], [-4.337, -0.361, 0.816], [-3.186, -1.637, 0.414], [-2.022, 0.361, 1.338], [-2.716, 1.362, 0.064], [-0.875, -1.022, -0.410], [-1.552, 0.035, -1.655], [-0.388, 1.970, -0.387], [0.612, 0.907, -1.357], [1.247, 1.568, 1.186], [0.212, 0.188, 1.538], [2.450, -0.559, 1.517], [2.792, 0.653, -1.272], [3.492, 1.276, 0.223], [3.994, -0.297, -0.398], [2.342, -2.227, -0.077], [1.292, -1.398, -1.018]],
  "lowdin_charge": [-0.12, -0.28, -0.24, -0.21, -0.18, -0.46, -0.07, 0.03, 0.07, 0.07, 0.07, 0.10, 0.11, 0.10, 0.11, 0.11, 0.10, 0.11, 0.10, 0.13, 0.07, 0.07, 0.07, 0.07, 0.07]
}

---

2.
{
  "formula": "C7H17N",
  "method": "the ωB97M-V functional and the def2-TZVPD basis",
  "charge": 0,
  "e_homo_ha": -0.292,
  "smiles": "CCCN(CC)CC",
  "gap_ev": 9.069,
  "symbols": ["C", "C", "C", "N", "C", "C", "C", "C", "H", "H", "H", "H", "H", "H", "H", "H", "H", "H", "H", "H", "H", "H", "H", "H", "H"],
  "coordinates": [[-1.039, -2.422, 1.765], [-0.577, -1.545, 0.551], [0.034, -0.225, 1.076], [-0.094, 1.039, 0.353], [1.144, 1.728, -0.185], [2.350, 0.858, -0.464], [-1.153, 1.137, -0.665], [-0.936, 0.440, -2.002], [-0.117, -2.687, 2.303], [-1.308, -1.670, 2.520], [-1.742, -3.184, 1.469], [0.142, -2.074, -0.064], [-1.473, -1.286, -0.011], [-0.313, 0.039, 2.096], [1.051, -0.587, 1.278], [1.274, 2.581, 0.482], [0.850, 2.311, -1.067], [2.345, -0.049, 0.153], [2.419, 0.527, -1.490], [3.244, 1.282, 0.010], [-2.063, 0.844, -0.115], [-1.297, 2.191, -0.889], [-0.812, -0.642, -1.941], [-0.083, 0.807, -2.566], [-1.846, 0.590, -2.598]],
  "lowdin_charge": [-0.09, -0.24, -0.23, -0.16, -0.23, -0.08, -0.27, -0.09, 0.07, 0.06, 0.07, 0.10, 0.08, 0.11, 0.10, 0.10, 0.10, 0.05, 0.07, 0.08, 0.12, 0.10, 0.06, 0.06, 0.08]
}

---

The relative energies come out as 1 0.000; 2 2.066, with values in eV.

---

1.
{
  "formula": "H10O5",
  "method": "the ωB97M-V functional and the def2-TZVPD basis",
  "charge": 0,
  "e_homo_ha": -0.389,
  "smiles": "O.O.O.O.O",
  "gap_ev": 10.724,
  "symbols": ["O", "H", "H", "O", "H", "H", "O", "H", "H", "O", "H", "H", "O", "H", "H"],
  "coordinates": [[-13.884, 19.934, 28.989], [-12.976, 19.700, 29.247], [-14.324, 19.132, 29.330], [-11.271, 19.239, 29.144], [-10.701, 18.974, 29.876], [-10.929, 20.097, 28.847], [-12.933, 17.510, 27.410], [-12.636, 18.202, 27.981], [-12.397, 16.785, 27.680], [-12.771, 20.489, 26.592], [-13.185, 20.087, 25.819], [-13.341, 20.290, 27.321], [-14.824, 17.209, 29.431], [-14.132, 16.982, 28.791], [-14.672, 16.611, 30.116]],
  "lowdin_charge": [-0.07, -0.01, 0.03, -0.04, 0.08, 0.09, -0.02, -0.03, 0.04, -0.06, 0.04, -0.04, -0.03, 0.01, 0.01]
}

---

2.
{
  "formula": "H10O5",
  "method": "the ωB97M-V functional and the def2-TZVPD basis",
  "charge": 0,
  "e_homo_ha": -0.382,
  "smiles": "O.O.O.O.O",
  "gap_ev": 10.619,
  "symbols": ["O", "H", "H", "O", "H", "H", "O", "H", "H", "O", "H", "H", "O", "H", "H"],
  "coordinates": [[-2.290, 0.954, -0.263], [-1.668, 0.376, -0.727], [-2.298, 0.673, 0.627], [0.106, 0.057, -1.402], [0.899, 0.586, -1.209], [0.355, -0.771, -1.718], [2.147, 1.488, -0.313], [2.996, 1.106, -0.201], [2.527, 2.308, -0.667], [0.512, 0.116, 1.414], [-0.198, -0.514, 1.376], [0.537, 0.463, 0.552], [-1.215, -2.020, 1.157], [-1.909, -2.437, 0.709], [-0.507, -2.387, 0.658]],
  "lowdin_charge": [-0.05, -0.01, 0.00, -0.04, 0.02, 0.02, -0.02, 0.05, 0.09, -0.04, -0.03, -0.06, 0.00, 0.03, 0.04]
}

---

3.
{
  "formula": "H10O5",
  "method": "the ωB97M-V functional and the def2-TZVPD basis",
  "charge": 0,
  "e_homo_ha": -0.386,
  "smiles": "O.O.O.O.O",
  "gap_ev": 10.584,
  "symbols": ["O", "H", "H", "O", "H", "H", "O", "H", "H", "O", "H", "H", "O", "H", "H"],
  "coordinates": [[-1.316, 0.286, 1.342], [-1.777, -0.333, 0.551], [-2.142, 0.561, 2.010], [-1.141, -0.324, -1.253], [-0.527, 0.417, -1.277], [-2.034, -0.125, -1.868], [0.276, 1.838, -0.389], [-0.238, 1.709, 0.416], [1.087, 1.414, -0.122], [2.128, 0.054, 0.116], [1.401, -0.715, -0.139], [2.827, -0.379, 0.868], [0.293, -1.797, 0.105], [-0.370, -1.626, -0.717], [-0.151, -1.375, 0.916]],
  "lowdin_charge": [-0.21, 0.12, 0.15, -0.15, 0.02, 0.20, -0.07, 0.01, -0.02, -0.23, 0.04, 0.15, -0.15, 0.09, 0.06]
}

---

4.
{
  "formula": "H10O5",
  "method": "the ωB97M-V functional and the def2-TZVPD basis",
  "charge": 0,
  "e_homo_ha": -0.397,
  "smiles": "O.O.O.O.O",
  "gap_ev": 10.958,
  "symbols": ["O", "H", "H", "O", "H", "H", "O", "H", "H", "O", "H", "H", "O", "H", "H"],
  "coordinates": [[0.509, -0.817, -0.143], [-0.455, -0.908, -0.157], [0.804, -1.188, -0.982], [1.649, 1.065, -2.602], [2.371, 0.722, -2.065], [1.917, 1.965, -2.819], [-2.274, 1.095, 2.077], [-2.516, 0.339, 1.512], [-1.331, 1.224, 1.926], [-2.520, -0.947, 0.058], [-3.036, -0.547, -0.656], [-2.972, -1.777, 0.261], [2.619, 0.184, 1.493], [1.879, -0.048, 0.898], [3.356, -0.362, 1.201]],
  "lowdin_charge": [-0.05, 0.01, 0.05, -0.06, 0.03, 0.04, -0.07, -0.01, 0.03, -0.04, 0.08, 0.07, -0.08, -0.02, 0.02]
}

---

The relative energies come out as 1 0.000; 2 0.592; 3 1.756; 4 0.108, with values in eV.